{
  "formula": "C38H80F10N7O12S6",
  "method": "the ωB97M-V functional and the def2-TZVPD basis",
  "e_homo_ev": -10.3,
  "e_tot_ev": -167873.80558,
  "orbital_gap_ha": 0.307,
  "molar_mass_da": 1209.48,
  "e_lumo_ev": -1.94,
  "charge": 1,
  "relative_energy_ev": 0.585,
  "species": ["C", "C", "C", "N", "C", "C", "C", "C", "C", "C", "H", "H", "H", "H", "H", "H", "H", "H", "H", "H", "H", "H", "H", "H", "H", "H", "H", "H", "H", "H", "C", "C", "C", "N", "C", "C", "C", "C", "C", "C", "H", "H", "H", "H", "H", "H", "H", "H", "H", "H", "H", "H", "H", "H", "H", "H", "H", "H", "H", "H", "C", "C", "C", "N", "C", "C", "C", "C", "C", "C", "H", "H", "H", "H", "H", "H", "H", "H", "H", "H", "H", "H", "H", "H", "H", "H", "H", "H", "H", "H", "C", "C", "C", "N", "C", "C", "C", "C", "C", "C", "H", "H", "H", "H", "H", "H", "H", "H", "H", "H", "H", "H", "H", "H", "H", "H", "H", "H", "H", "H", "N", "S", "O", "O", "F", "S", "O", "O", "F", "N", "S", "O", "O", "F", "S", "O", "O", "F", "C", "F", "F", "F", "S", "O", "O", "N", "S", "O", "O", "C", "F", "F", "F"],
  "coordinates": [[18.688, 1.060, 2.698], [17.751, 0.699, 3.845], [16.434, -0.095, 3.455], [15.144, -0.107, 4.426], [15.719, -0.603, 5.775], [14.709, -1.183, 6.788], [13.558, -2.047, 6.128], [12.991, -1.505, 4.734], [14.127, -1.127, 3.750], [14.522, 1.344, 4.690], [19.206, 0.261, 2.169], [19.369, 1.835, 3.050], [18.159, 1.606, 1.916], [17.440, 1.618, 4.340], [18.373, 0.244, 4.616], [16.762, -1.091, 3.155], [16.055, 0.416, 2.570], [16.329, -1.480, 5.561], [16.401, 0.156, 6.158], [15.353, -1.771, 7.441], [14.256, -0.382, 7.373], [13.876, -3.068, 5.918], [12.743, -1.990, 6.849], [12.427, -2.329, 4.296], [12.387, -0.645, 5.025], [14.696, -2.029, 3.526], [13.766, -0.613, 2.860], [13.849, 1.070, 5.502], [13.951, 1.593, 3.795], [15.244, 2.086, 5.031], [13.622, -4.789, 8.807], [12.236, -4.967, 8.156], [11.147, -4.170, 8.954], [9.706, -3.968, 8.291], [8.599, -3.627, 9.327], [7.242, -3.268, 8.724], [7.532, -2.264, 7.568], [8.556, -2.663, 6.506], [9.925, -3.021, 7.081], [9.286, -5.342, 7.780], [14.313, -5.606, 8.601], [13.680, -4.875, 9.892], [14.071, -3.833, 8.540], [12.086, -6.039, 8.023], [12.514, -4.687, 7.140], [11.499, -3.155, 9.138], [11.164, -4.786, 9.853], [8.960, -2.717, 9.808], [8.682, -4.422, 10.068], [6.458, -2.994, 9.430], [6.834, -4.217, 8.375], [7.763, -1.308, 8.036], [6.579, -2.064, 7.077], [8.539, -1.894, 5.734], [8.173, -3.467, 5.878], [10.340, -2.115, 7.522], [10.416, -3.585, 6.287], [9.408, -6.076, 8.578], [9.867, -5.484, 6.868], [8.236, -5.386, 7.491], [16.014, 7.083, 12.093], [14.647, 6.738, 12.615], [14.444, 5.171, 12.947], [12.903, 4.753, 13.033], [12.524, 5.065, 14.481], [11.071, 4.771, 14.743], [10.176, 5.566, 13.688], [10.471, 5.153, 12.236], [11.935, 5.276, 11.911], [13.027, 3.219, 12.769], [16.341, 6.565, 11.192], [16.780, 6.879, 12.841], [15.967, 8.149, 11.869], [13.959, 7.074, 11.839], [14.610, 7.452, 13.438], [14.984, 4.789, 13.813], [14.973, 4.548, 12.226], [12.751, 6.104, 14.720], [13.128, 4.363, 15.055], [10.867, 5.033, 15.781], [10.874, 3.705, 14.621], [10.097, 6.649, 13.784], [9.166, 5.261, 13.966], [9.943, 5.860, 11.595], [10.022, 4.174, 12.071], [12.015, 6.358, 12.018], [12.246, 4.934, 10.923], [13.335, 2.916, 11.769], [12.031, 2.781, 12.841], [13.711, 2.817, 13.516], [8.677, -3.660, 13.744], [7.556, -2.680, 13.533], [8.150, -1.322, 13.093], [7.036, -0.304, 12.542], [7.816, 1.085, 12.229], [8.185, 1.838, 13.446], [6.962, 1.989, 14.396], [6.235, 0.674, 14.688], [5.893, -0.047, 13.470], [6.554, -0.826, 11.218], [9.306, -3.380, 14.589], [9.309, -3.840, 12.874], [8.341, -4.682, 13.913], [6.960, -2.481, 14.424], [6.886, -3.110, 12.789], [8.903, -1.455, 12.316], [8.556, -0.781, 13.948], [8.656, 0.755, 11.617], [7.080, 1.639, 11.647], [8.938, 1.223, 13.938], [8.526, 2.819, 13.117], [7.122, 2.480, 15.356], [6.170, 2.600, 13.963], [6.868, 0.021, 15.287], [5.267, 0.810, 15.171], [5.481, -1.020, 13.739], [5.114, 0.454, 12.895], [6.219, -1.861, 11.295], [7.409, -0.847, 10.542], [5.713, -0.226, 10.870], [16.204, 2.270, 7.687], [15.223, 2.484, 8.848], [15.426, 3.708, 9.618], [14.662, 1.395, 9.661], [13.989, 2.910, 7.870], [17.261, 1.401, 8.599], [17.204, -0.031, 8.375], [17.660, 1.851, 9.935], [18.597, 1.726, 7.791], [10.735, -0.621, 10.551], [12.071, -0.508, 11.022], [12.312, 0.346, 12.170], [13.172, -0.850, 10.124], [11.983, -1.939, 11.802], [11.004, 0.615, 9.449], [11.550, 0.254, 8.113], [11.374, 1.924, 9.981], [9.369, 0.775, 9.165], [7.605, 4.268, 10.488], [8.096, 5.405, 9.947], [8.496, 3.342, 10.255], [7.194, 4.348, 11.785], [6.087, 3.860, 9.452], [5.325, 2.857, 10.274], [5.267, 5.028, 9.136], [6.773, 3.273, 7.961], [6.116, 1.973, 7.786], [6.473, 0.984, 8.796], [4.698, 1.963, 7.393], [6.980, 1.203, 6.244], [6.372, 0.104, 5.899], [6.776, 2.083, 5.197], [8.259, 0.937, 6.549]]
}

***

{
  "formula": "C38H80F9NO10P2S3",
  "method": "the ωB97M-V functional and the def2-TZVPD basis",
  "e_homo_ev": -5.3,
  "e_tot_ev": -138197.47231,
  "orbital_gap_ha": 0.126,
  "molar_mass_da": 1040.19,
  "e_lumo_ev": -1.88,
  "species": ["C", "C", "O", "N", "H", "H", "C", "H", "H", "H", "H", "H", "H", "C", "C", "C", "C", "P", "C", "C", "C", "C", "C", "C", "C", "C", "C", "C", "C", "C", "H", "H", "H", "H", "H", "H", "H", "H", "H", "H", "H", "H", "H", "H", "H", "H", "H", "H", "H", "H", "H", "H", "H", "H", "H", "H", "H", "H", "H", "H", "H", "H", "H", "H", "H", "H", "C", "C", "C", "C", "P", "C", "C", "C", "C", "C", "C", "C", "C", "C", "C", "C", "C", "H", "H", "H", "H", "H", "H", "H", "H", "H", "H", "H", "H", "H", "H", "H", "H", "H", "H", "H", "H", "H", "H", "H", "H", "H", "H", "H", "H", "H", "H", "H", "H", "H", "H", "H", "H", "C", "F", "F", "F", "S", "O", "O", "O", "C", "F", "F", "F", "S", "O", "O", "O", "C", "F", "F", "F", "S", "O", "O", "O"],
  "coordinates": [[6.409, 6.109, 6.628], [5.920, 5.558, 5.274], [5.817, 6.286, 4.334], [5.669, 3.995, 5.198], [6.616, 3.649, 5.139], [5.345, 3.528, 6.033], [4.825, 3.701, 3.934], [7.458, 5.959, 6.885], [5.741, 5.648, 7.356], [6.282, 7.190, 6.684], [4.710, 2.626, 3.796], [5.270, 4.073, 3.011], [3.804, 4.077, 4.014], [4.806, -9.823, -5.630], [3.489, -9.068, -6.118], [3.191, -7.629, -5.599], [1.657, -7.490, -5.350], [1.115, -7.481, -3.554], [-0.774, -7.140, -3.518], [-1.138, -5.807, -4.099], [-2.611, -5.668, -4.514], [-3.649, -6.186, -3.428], [1.350, -9.046, -2.859], [2.708, -9.231, -2.135], [3.280, -10.567, -2.523], [2.583, -11.857, -1.913], [1.939, -6.189, -2.598], [1.977, -6.132, -1.032], [0.979, -5.275, -0.388], [1.083, -5.260, 1.088], [5.103, -9.533, -4.623], [5.669, -9.459, -6.187], [4.754, -10.897, -5.810], [2.683, -9.644, -5.665], [3.317, -9.154, -7.191], [3.356, -6.892, -6.385], [3.925, -7.485, -4.806], [1.046, -8.155, -5.960], [1.513, -6.424, -5.520], [-0.971, -7.211, -2.449], [-1.266, -7.980, -4.009], [-0.598, -5.510, -4.998], [-0.950, -5.012, -3.377], [-2.709, -6.239, -5.437], [-2.847, -4.670, -4.884], [-3.149, -6.751, -2.641], [-4.440, -6.738, -3.936], [-4.101, -5.361, -2.879], [1.050, -9.796, -3.591], [0.567, -9.158, -2.108], [2.553, -9.284, -1.058], [3.434, -8.461, -2.397], [4.281, -10.531, -2.091], [3.367, -10.621, -3.608], [2.739, -11.928, -0.837], [3.028, -12.767, -2.316], [1.505, -11.891, -2.075], [1.605, -5.291, -3.118], [2.919, -6.340, -3.049], [2.846, -5.511, -0.817], [2.067, -7.102, -0.544], [0.050, -5.802, -0.604], [0.971, -4.242, -0.736], [0.319, -4.572, 1.452], [2.088, -5.031, 1.441], [0.904, -6.276, 1.440], [-3.427, 4.078, -7.689], [-4.533, 4.616, -6.823], [-4.226, 4.530, -5.282], [-5.504, 4.939, -4.605], [-5.505, 4.943, -2.859], [-5.482, 3.225, -2.193], [-5.353, 2.949, -0.623], [-6.000, 1.726, -0.124], [-6.431, 1.882, 1.226], [-7.080, 5.795, -2.373], [-8.357, 5.104, -2.945], [-9.677, 5.573, -2.292], [-10.041, 7.003, -2.510], [-4.204, 6.048, -2.267], [-4.089, 6.238, -0.654], [-3.812, 7.631, -0.199], [-2.336, 8.020, -0.487], [-2.453, 4.485, -7.417], [-3.635, 4.136, -8.757], [-3.454, 3.004, -7.506], [-5.447, 4.162, -7.207], [-4.592, 5.675, -7.075], [-3.385, 5.192, -5.078], [-3.945, 3.491, -5.114], [-6.345, 4.264, -4.760], [-5.909, 5.865, -5.013], [-4.587, 2.807, -2.654], [-6.402, 2.807, -2.601], [-5.542, 3.796, 0.037], [-4.311, 2.759, -0.367], [-5.492, 0.786, -0.338], [-6.880, 1.572, -0.749], [-5.584, 1.748, 1.898], [-7.186, 1.099, 1.301], [-6.874, 2.819, 1.564], [-6.947, 6.823, -2.708], [-7.263, 5.850, -1.300], [-8.227, 4.023, -2.968], [-8.590, 5.454, -3.951], [-9.615, 5.564, -1.204], [-10.402, 4.765, -2.393], [-9.176, 7.634, -2.306], [-10.908, 7.230, -1.888], [-10.471, 7.130, -3.503], [-4.527, 7.025, -2.627], [-3.260, 5.901, -2.792], [-3.361, 5.471, -0.390], [-5.050, 5.987, -0.206], [-3.819, 7.804, 0.877], [-4.395, 8.371, -0.747], [-2.069, 7.699, -1.494], [-1.620, 7.760, 0.293], [-2.206, 9.099, -0.559], [5.080, 9.828, 13.470], [3.928, 9.277, 13.004], [6.048, 8.911, 13.359], [5.467, 10.897, 12.844], [4.975, 10.375, 15.264], [6.278, 10.844, 15.742], [3.877, 11.394, 15.374], [4.558, 9.194, 15.990], [12.340, -0.606, 3.167], [11.611, -1.354, 4.026], [13.467, -0.183, 3.712], [12.757, -1.363, 2.202], [11.409, 0.950, 2.666], [12.046, 1.587, 1.500], [10.095, 0.371, 2.342], [11.221, 1.796, 3.846], [2.901, -1.008, 11.733], [3.920, -1.110, 12.588], [3.003, -1.932, 10.722], [1.693, -1.361, 12.314], [2.710, 0.841, 11.056], [2.594, 1.651, 12.275], [3.961, 0.976, 10.309], [1.563, 0.839, 10.149]]
}

***

{
  "formula": "C38H80O14S2",
  "method": "the ωB97M-V functional and the def2-TZVPD basis",
  "e_homo_ev": -8.8,
  "e_tot_ev": -91033.03635,
  "orbital_gap_ha": 0.328,
  "smiles": "CCOS(C)(=O)=O.CCOS(C)(=O)=O.C1CCOC1.C1CCOC1.C1CCOC1.C1CCOC1.C1CCOC1.C1CCOC1.C1CCOC1.C1CCOC1",
  "molar_mass_da": 825.18,
  "e_lumo_ev": 0.11,
  "species": ["C", "C", "C", "O", "C", "H", "H", "H", "H", "H", "H", "H", "H", "C", "C", "C", "O", "C", "H", "H", "H", "H", "H", "H", "H", "H", "C", "C", "C", "O", "C", "H", "H", "H", "H", "H", "H", "H", "H", "C", "C", "C", "O", "C", "H", "H", "H", "H", "H", "H", "H", "H", "C", "C", "C", "O", "C", "H", "H", "H", "H", "H", "H", "H", "H", "C", "C", "C", "O", "C", "H", "H", "H", "H", "H", "H", "H", "H", "C", "C", "C", "O", "C", "H", "H", "H", "H", "H", "H", "H", "H", "C", "C", "C", "O", "C", "H", "H", "H", "H", "H", "H", "H", "H", "O", "S", "O", "O", "C", "C", "C", "H", "H", "H", "H", "H", "H", "H", "H", "O", "S", "O", "O", "C", "C", "C", "H", "H", "H", "H", "H", "H", "H", "H"],
  "coordinates": [[21.351, 17.564, -8.439], [20.726, 16.973, -9.702], [20.019, 18.185, -10.297], [20.862, 19.306, -9.979], [21.536, 19.059, -8.756], [22.285, 17.061, -8.194], [20.647, 17.457, -7.614], [20.029, 16.175, -9.447], [21.456, 16.603, -10.423], [19.050, 18.369, -9.823], [19.929, 18.155, -11.381], [21.157, 19.682, -7.945], [22.612, 19.218, -8.864], [24.575, 12.312, -4.554], [23.544, 11.232, -4.840], [23.097, 10.743, -3.469], [23.292, 11.859, -2.585], [24.128, 12.860, -3.174], [24.586, 13.040, -5.364], [25.568, 11.880, -4.423], [23.882, 10.424, -5.489], [22.666, 11.681, -5.318], [23.781, 9.970, -3.105], [22.060, 10.419, -3.491], [24.989, 12.985, -2.525], [23.544, 13.763, -3.358], [19.948, 11.971, -1.851], [19.139, 12.611, -2.969], [18.837, 14.017, -2.395], [19.788, 14.241, -1.359], [20.705, 13.146, -1.241], [20.614, 11.171, -2.182], [19.301, 11.514, -1.098], [18.262, 11.990, -3.144], [19.718, 12.753, -3.883], [17.848, 14.014, -1.935], [18.900, 14.750, -3.196], [20.979, 12.998, -0.200], [21.570, 13.413, -1.857], [22.540, 17.451, -13.045], [23.298, 18.568, -12.339], [24.305, 17.760, -11.526], [24.493, 16.517, -12.216], [23.642, 16.487, -13.365], [21.958, 17.859, -13.875], [21.780, 17.038, -12.376], [22.698, 19.329, -11.844], [23.817, 19.129, -13.126], [23.921, 17.535, -10.523], [25.241, 18.290, -11.339], [23.283, 15.497, -13.660], [24.266, 16.761, -14.228], [26.068, 13.757, -12.321], [26.222, 13.721, -10.813], [26.835, 15.081, -10.486], [27.719, 15.313, -11.573], [27.129, 14.814, -12.778], [25.078, 14.131, -12.578], [26.202, 12.821, -12.862], [26.916, 12.958, -10.462], [25.233, 13.652, -10.355], [27.392, 15.115, -9.550], [26.088, 15.880, -10.442], [27.908, 14.363, -13.390], [26.666, 15.657, -13.289], [20.381, 6.918, -6.406], [19.090, 7.693, -6.436], [19.442, 8.850, -5.497], [20.812, 9.142, -5.855], [21.462, 7.994, -6.427], [20.617, 6.105, -7.092], [20.498, 6.445, -5.421], [18.199, 7.240, -5.999], [18.902, 8.124, -7.422], [19.355, 8.639, -4.429], [18.932, 9.789, -5.718], [22.367, 7.679, -5.913], [21.632, 8.309, -7.463], [23.303, 9.515, -8.790], [23.784, 10.901, -9.254], [24.998, 11.131, -8.371], [24.697, 10.457, -7.163], [24.125, 9.211, -7.541], [23.426, 8.758, -9.567], [22.232, 9.539, -8.574], [22.985, 11.603, -9.006], [24.012, 10.943, -10.318], [25.111, 12.186, -8.115], [25.941, 10.759, -8.789], [23.536, 8.775, -6.734], [24.906, 8.470, -7.757], [17.878, 16.048, -6.711], [18.750, 16.791, -5.694], [17.719, 16.986, -4.585], [17.015, 15.741, -4.552], [17.082, 15.098, -5.833], [18.379, 15.627, -7.582], [17.241, 16.848, -7.107], [19.127, 17.744, -6.071], [19.627, 16.250, -5.329], [17.099, 17.877, -4.724], [18.173, 17.043, -3.591], [16.059, 15.076, -6.214], [17.616, 14.156, -5.703], [14.378, 11.656, -9.332], [14.872, 12.921, -8.833], [13.965, 13.950, -8.420], [15.848, 12.580, -7.574], [16.655, 11.425, -7.687], [16.032, 10.288, -6.884], [16.079, 13.594, -10.010], [17.681, 11.531, -7.319], [16.889, 11.154, -8.723], [15.864, 10.654, -5.868], [16.716, 9.441, -6.826], [15.050, 10.018, -7.270], [15.647, 14.303, -10.708], [16.669, 12.823, -10.503], [16.842, 14.114, -9.427], [20.000, 13.369, -6.536], [20.109, 13.083, -7.942], [18.957, 13.280, -8.778], [21.374, 13.856, -8.579], [22.490, 14.006, -7.692], [23.703, 14.526, -8.439], [20.709, 11.388, -8.092], [22.707, 13.086, -7.143], [22.247, 14.732, -6.911], [24.099, 13.804, -9.151], [24.485, 14.776, -7.723], [23.446, 15.424, -9.002], [19.955, 10.723, -7.681], [21.599, 11.225, -7.485], [20.963, 11.322, -9.149]]
}